Record 1
The molecule C12H16ClN3O5S, computed with ωB97M-V/def2-TZVPD.

Values from the calculation:
Largest force on an atom (eV/A): 1.1
Electronic energy (eV): -50765.158
SMILES: O=[N+]([O-])c1cc(S(=O)(=O)NCCN2CCOCC2)ccc1Cl
Gap between HOMO and LUMO (eV): 7.550
Net charge: 0
Highest occupied orbital energy (eV): -8.5

Last column: Mulliken charge in e.
Geometry (Å):
Cl  -3.247  -2.818  -1.117  -0.161
S  2.825  -1.839  0.231  1.198
O  -2.470  2.325  -0.217  -0.464
O  3.627  -2.643  -0.638  -0.701
O  -3.133  -2.799  1.671  -0.601
O  -1.799  -1.373  2.566  -0.583
O  2.974  -1.922  1.647  -0.651
N  -2.121  -2.145  1.692  1.038
N  3.074  -0.272  -0.225  -0.209
N  0.350  2.218  0.369  0.081
C  -0.251  3.284  -0.415  -0.851
C  -1.188  -2.285  0.590  -0.434
C  -1.526  2.829  -1.136  -0.367
C  0.703  -2.507  -1.429  -0.314
C  0.158  -2.069  0.867  0.190
C  -1.596  -2.606  -0.710  0.563
C  -0.633  -2.719  -1.713  -0.699
C  1.089  -2.171  -0.141  -0.435
C  -0.653  1.662  1.266  -0.745
C  2.332  0.784  0.417  -1.097
C  1.097  1.230  -0.384  -0.069
C  -1.935  1.253  0.528  -0.378
H  -2.707  0.961  1.240  0.363
H  -0.901  2.438  1.995  0.389
H  -1.728  0.406  -0.149  0.280
H  -0.950  -2.973  -2.711  0.470
H  -2.011  3.667  -1.639  0.370
H  1.442  1.685  -1.318  0.520
H  0.477  3.666  -1.131  0.441
H  2.986  1.647  0.571  0.297
H  0.500  0.342  -0.648  -0.002
H  1.461  -2.608  -2.190  0.471
H  0.475  -1.838  1.873  0.528
H  -1.280  2.055  -1.882  0.236
H  -0.511  4.087  0.281  0.343
H  3.266  -0.156  -1.205  0.304
H  2.046  0.401  1.396  0.356
H  -0.242  0.805  1.799  0.322


Record 2
C12H16ClPbSm as an isolated structure, computed with ωB97M-V/def2-TZVPD.

Values from the calculation:
Largest force on an atom (eV/A): 5.1
Electronic energy (eV): -48368.896
Gap between HOMO and LUMO (spin up / spin down) (eV): 6.688 / 6.782
Net charge: 0
Highest occupied orbital energy (spin up / spin down) (eV): -7.4 / -7.4
Multiplicity: 6
<S²>: 8.767

Last column: Mulliken spin population.
Geometry (Å):
Pb  1.617  -5.127  -0.705  0.000
Sm  0.270  -0.584  -0.129  5.084
Cl  -0.586  -2.576  0.764  -0.014
C  -0.972  2.477  0.060  -0.026
C  -2.425  5.715  1.403  0.000
C  -1.839  4.540  -1.070  0.000
C  -1.485  3.838  0.125  0.003
C  -2.772  6.379  0.185  0.000
C  -2.322  5.825  -0.984  0.000
C  2.054  -4.925  1.359  0.000
C  3.151  -5.313  -1.935  0.001
C  -1.680  4.572  1.310  0.000
C  -0.552  1.354  0.044  0.004
C  -0.314  -5.072  -1.575  0.000
C  1.720  0.257  1.089  -0.059
H  4.157  -5.327  -1.573  0.000
H  -0.346  -4.237  -2.278  0.000
H  -2.376  6.442  -1.878  0.000
H  -1.229  4.192  2.223  0.000
H  -0.472  -5.997  -2.133  0.000
H  3.007  -5.397  -2.991  0.000
H  1.316  0.430  2.068  0.001
H  -1.704  4.018  -2.002  0.000
H  -1.082  -4.952  -0.817  0.000
H  2.615  -5.803  1.685  0.000
H  2.019  1.172  0.616  0.003
H  -2.772  6.157  2.301  0.000
H  2.686  -4.044  1.487  0.000
H  1.144  -4.821  1.943  0.000
H  2.529  -0.451  1.139  0.003
H  -3.356  7.258  0.267  0.000


Record 3
C12H16FeNO3 as an isolated structure, computed with ωB97M-V/def2-TZVPD.

Values from the calculation:
Largest force on an atom (eV/A): 6.8
Electronic energy (eV): -54710.202
Gap between HOMO and LUMO (spin up / spin down) (eV): 7.328 / 4.941
Net charge: +1
Highest occupied orbital energy (spin up / spin down) (eV): -10.2 / -11.9
Multiplicity: 5
<S²>: 6.074

Last column: Mulliken spin population.
Geometry (Å):
Fe  1.445  0.545  -0.136  2.024
O  3.309  1.342  1.942  0.048
O  3.521  0.532  -2.096  0.063
O  1.966  -2.183  0.665  -0.013
N  -3.862  -0.869  2.841  0.500
C  1.813  -1.089  0.298  -0.047
C  2.492  1.220  1.114  -0.024
C  -1.551  -0.970  0.583  -0.017
C  -0.503  1.153  -0.385  -0.038
C  -0.553  -0.294  -0.381  0.178
C  -4.357  -2.525  4.643  0.004
C  -0.636  1.767  0.909  0.465
C  -4.348  -1.060  4.229  -0.007
C  -1.924  -0.147  1.772  0.533
C  2.528  0.639  -1.486  -0.033
C  -1.368  1.090  1.938  0.031
C  -5.358  -2.798  5.754  0.003
H  -1.505  1.612  2.898  0.008
H  -3.998  -1.694  2.259  -0.013
H  -2.452  -0.637  2.638  0.203
H  -2.458  -1.220  -0.019  0.054
H  -0.505  1.731  -1.325  0.002
H  -0.244  2.782  1.089  0.016
H  -3.350  -2.795  4.981  0.001
H  -5.345  -0.605  4.310  0.027
H  -3.688  -0.500  4.899  0.015
H  -4.298  -0.076  2.382  -0.022
H  -4.583  -3.159  3.776  -0.001
H  -5.453  -3.871  5.932  0.001
H  -6.348  -2.412  5.488  0.000
H  -5.058  -2.327  6.696  0.000
H  -1.176  -1.963  0.908  0.027
H  -0.482  -0.846  -1.330  0.014


Record 4
A 3-piece molecular cluster, C12H16N2O3 overall, computed with ωB97M-V/def2-TZVPD.

Values from the calculation:
Largest force on an atom (eV/A): 2.4
Electronic energy (eV): -21825.327
SMILES: C[C@H]1COC(=O)O1.c1cc[nH]c1.c1cc[nH]c1
Gap between HOMO and LUMO (eV): 8.423
Net charge: 0
Highest occupied orbital energy (eV): -7.8

Last column: Mulliken charge in e.
Geometry (Å):
O  0.939  3.172  1.700  -0.520
O  -0.190  3.158  -0.252  -0.395
O  1.914  2.470  -0.217  -0.344
N  -0.991  -1.585  3.121  0.034
N  -1.198  -2.936  -2.460  -0.024
C  -1.199  -1.769  -1.741  -0.836
C  1.337  1.884  -1.364  -0.335
C  0.941  -0.764  3.811  -0.890
C  0.017  -1.786  4.029  -0.463
C  -0.109  3.689  -2.589  -1.459
C  -0.009  2.579  -1.589  0.763
C  0.134  -3.264  -0.720  -0.814
C  0.886  2.973  0.529  0.712
C  -0.395  -1.940  -0.648  0.186
C  0.488  0.057  2.794  0.282
C  -0.376  -3.842  -1.832  -0.429
C  -0.799  -0.401  2.491  -0.780
H  -0.859  4.441  -2.332  0.346
H  2.044  1.996  -2.189  0.328
H  -0.112  -4.799  -2.252  0.370
H  1.866  -0.729  4.366  0.391
H  -0.754  1.810  -1.791  0.100
H  -1.830  -3.141  -3.210  0.210
H  -1.496  -0.096  1.724  0.531
H  -1.828  -2.123  2.998  0.204
H  -1.847  -0.935  -1.954  0.417
H  1.179  0.813  -1.206  0.136
H  0.795  4.307  -2.556  0.339
H  0.909  0.885  2.254  0.241
H  -0.083  -1.188  0.057  0.505
H  -0.348  3.347  -3.593  0.376
H  0.903  -3.657  -0.075  0.391
H  0.071  -2.626  4.698  0.426